Formula: C6H10BN3O6
Source: the Open Molecules 2025 dataset
Level of theory: wB97M-V/def2-TZVPD

Geometry (Å):
N 0.770020 2.637856 0.165664
B 1.212742 1.559460 -0.719476
O 2.052373 1.836929 -1.776482
C 0.706329 0.039115 -0.478815
C -0.583113 -0.233882 -1.033468
C -1.020646 -1.558105 -0.759268
C -0.138378 -2.385375 -0.003941
N 1.069403 -2.124639 0.459693
N 1.407315 -0.879515 0.171944
C 2.750966 -0.510314 0.679179
O 2.657554 0.299837 1.849606
O 2.980184 -0.500774 2.947002
H 0.249392 3.311172 -0.406303
H 0.064131 2.203182 0.769900
H 2.395172 2.742925 -1.725635
H -1.174735 0.510720 -1.578884
H -2.004200 -1.928983 -1.091795
H -0.506134 -3.399186 0.235783
H 3.295803 -1.414333 1.022117
H 3.398434 -0.068118 -0.099955
H 2.171115 -0.972230 3.223512
C -3.953054 0.247535 -0.429273
O -3.909855 -0.987286 -0.681306
O -5.221999 0.679330 -0.104156
O -3.040239 1.091905 -0.434977
H -5.628580 -0.197229 -0.200668

Atoms 1-2, force components in eV/Å:
N -1.071 -1.959 -1.072
B 0.787 1.197 0.346

Summary:
**2S+1**: 1
**Molar mass**: 231.0 u
**Orbital gap**: 6.4 eV